No. 1
Entry from the OMol25 dataset: a gas-phase ion, C6H11N2S2 (charge +1) (ωB97M-V/def2-TZVPD).

CARTESIAN COORDINATES (ANGSTROEM)
C  -0.7657  0.0675  -0.0953
C  -2.1788  0.0277  -0.1430
C  1.3808  0.3856  -0.6540
C  1.2962  -0.6270  0.5037
C  -0.2661  1.8775  -1.7564
C  -0.6330  -1.8436  1.5364
N  0.0308  0.8916  -0.7237
N  -0.0689  -0.7388  0.8262
S  -2.9500  -0.0712  -1.5693
S  -2.8643  -0.1336  1.5265
H  2.0910  1.1236  -0.4922
H  1.5526  0.1006  -1.6924
H  1.7124  -1.6665  0.1803
H  1.7875  -0.3959  1.4695
H  0.1565  2.7893  -1.4554
H  0.2938  1.4364  -2.6422
H  -1.2881  1.9223  -1.8109
H  -1.4717  -2.3972  1.1275
H  -1.0109  -1.6944  2.6066
H  0.1750  -2.6269  1.6261
H  -4.1479  -0.0729  1.1104

**HOMO level**: -13.21 eV
**Structure (SMILES)**: CN1CC[N+](C)=C1C(=S)S
**Total charge**: +1



No. 2
Entry from the OMol25 dataset: 2 unconnected molecules or ions with the total composition C6H11N3 (ωB97M-V/def2-TZVPD).

CARTESIAN COORDINATES (ANGSTROEM)
N  1.4624  -0.5370  -1.2609
C  1.7678  -0.3887  1.2459
C  1.4816  0.3234  -0.0768
H  0.7570  -1.2729  -1.1450
H  2.3633  -1.0187  -1.3557
H  1.0001  -1.1573  1.4373
H  1.7642  0.3284  2.0840
H  2.7548  -0.8795  1.2071
H  0.4972  0.8263  -0.0176
H  2.2483  1.1035  -0.2473
N  -1.9501  1.5780  0.2200
N  -1.2693  -1.0434  -0.5942
C  -1.7047  1.2660  -1.0603
C  -1.3690  -0.0265  -1.4618
C  -1.8503  0.5611  1.0876
C  -1.5146  -0.7315  0.6861
H  -1.7792  2.0801  -1.7933
H  -1.1732  -0.2535  -2.5181
H  -2.0462  0.7880  2.1439
H  -1.4401  -1.5456  1.4191

**HOMO level**: -9.15 eV
**Structure (SMILES)**: c1cnccn1.CCN



No. 3
Entry from the OMol25 dataset: a single C6H11N3 molecule (ωB97M-V/def2-TZVPD).

CARTESIAN COORDINATES (ANGSTROEM)
C  1.3026  1.2317  1.1221
N  0.5236  0.0696  0.7104
C  0.5094  -0.6210  -1.1694
C  -0.7993  -0.3071  -1.0008
N  0.7393  -1.0195  1.6139
N  -1.8760  -0.4177  -1.8868
C  1.6158  -0.9336  -1.8230
C  -1.7672  1.0449  0.9457
C  -0.8608  0.3026  0.3000
H  0.4713  -1.8666  1.1215
H  0.1059  -0.9147  2.4107
H  -2.7215  -0.7610  -1.4468
H  -1.6466  -0.9594  -2.7088
H  1.0434  1.5529  2.1359
H  2.3532  0.9498  1.0916
H  1.1077  2.0417  0.4232
H  1.8219  -0.5125  -2.7985
H  2.3364  -1.6380  -1.4283
H  -2.7075  1.2844  0.4741
H  -1.5518  1.4737  1.9135

**HOMO level**: -6.93 eV
**Structure (SMILES)**: C=C=C(N)C(=C)N(C)N



No. 4
Entry from the OMol25 dataset: a molecular structure, C6H11N3 (ωB97M-V/def2-TZVPD).

CARTESIAN COORDINATES (ANGSTROEM)
C  -2.4207  -0.2683  0.7067
C  -1.7708  0.2895  -0.6379
C  1.1692  -0.7558  0.4967
C  2.7119  -0.6590  0.0509
C  2.0122  0.4484  -0.2051
C  0.2122  1.5517  0.0627
H  -1.9525  -1.2376  0.9200
H  -2.1128  0.3468  1.6208
H  -3.5131  -0.3929  0.7067
H  -1.8130  -0.4296  -1.5967
H  -2.1825  1.2967  -0.7081
H  0.2558  -1.5680  -1.2694
H  0.9837  -0.5237  1.4821
H  3.2671  -0.6668  0.9566
H  3.1638  -1.3906  -0.6302
H  1.4317  0.3330  -1.4232
H  -0.6003  2.3299  0.1638
N  -0.3469  0.3775  -0.6488
N  0.0529  -0.9616  -0.3240
N  1.4520  1.8807  0.2765

**HOMO level**: -8.41 eV



No. 5
Entry from the OMol25 dataset: a single C6H11N3 molecule (ωB97M-V/def2-TZVPD).

CARTESIAN COORDINATES (ANGSTROEM)
C  2.7238  0.5531  0.0861
C  1.8669  -0.6230  -0.0006
C  0.1370  1.2336  -0.0041
C  -1.3005  1.0780  0.0509
C  -1.4723  -0.3325  0.1785
C  -2.9155  -1.0580  -0.0623
H  3.0048  0.8639  1.2473
H  2.6126  1.2097  -0.8923
H  3.7380  0.1006  -0.3789
H  1.7365  -2.4561  -0.1655
H  0.4228  1.3446  0.9957
H  0.4977  1.9678  -0.5617
H  -1.7589  1.5341  0.8451
H  -1.7208  1.2719  -0.8967
H  -3.7464  -1.1860  0.9259
H  -3.4644  -0.3615  -0.9358
H  -2.8179  -2.1430  -0.4645
N  2.4169  -1.8360  0.0365
N  0.5366  -0.1873  -0.2659
N  -0.4969  -0.9739  0.2623

**HOMO level**: -8.48 eV
**Structure (SMILES)**: [H]/N=C(/C)N1CCC(C)=N1



No. 6
Entry from the OMol25 dataset: a single C6H11N3 molecule (ωB97M-V/def2-TZVPD).

CARTESIAN COORDINATES (ANGSTROEM)
C  -1.7682  -0.8549  1.1664
C  2.5471  0.6569  0.4318
C  0.5846  -0.8883  -0.0973
C  -1.0923  -0.7473  -0.1747
C  1.1562  0.3926  -0.0517
N  -0.4294  1.7000  -1.3934
C  0.1658  1.3851  -0.2159
N  1.0158  -2.0796  0.1032
N  -1.6727  -0.9387  -1.3021
H  0.4385  -2.7811  -0.3646
H  -2.6631  -1.1773  -1.1852
H  -0.9558  2.5615  -1.4852
H  -0.3893  0.9802  -2.1125
H  0.1512  2.2334  0.4740
H  -2.1355  0.1341  1.4556
H  -1.0880  -1.2235  1.9348
H  -2.6250  -1.5334  1.1190
H  2.9733  1.5723  0.0071
H  3.2240  -0.1584  0.1679
H  2.5629  0.7665  1.5226

**HOMO level (alpha / beta)**: -7.41 / -7.41 eV
**Structure (SMILES)**: [H]/N=C(C(/C)=C\N)\C(C)=N\[H]



No. 7
Entry from the OMol25 dataset: 2 unconnected molecules or ions with the total composition C6H11N3O (ωB97M-V/def2-TZVPD).

CARTESIAN COORDINATES (ANGSTROEM)
C  1.8498  -1.5372  2.4990
C  0.7480  -0.4701  2.4035
O  0.8113  0.5541  2.9997
N  -0.3581  -1.0806  1.8108
H  1.9849  -2.1043  3.4312
H  2.8256  -1.1208  2.1635
H  -1.2792  -0.6466  1.8545
H  -0.3291  -1.4311  0.8198
H  1.6304  -2.3602  1.7725
C  -0.8103  -1.5755  -2.2105
C  -1.1846  1.9968  -1.6372
C  -0.5522  -0.1299  -1.8891
C  0.5414  0.5162  -1.4306
N  -1.5415  0.7687  -2.1251
N  0.1364  1.8534  -1.1373
H  -1.8264  2.8733  -1.5913
H  0.6563  2.3840  -0.5334
H  1.5165  0.0526  -1.0866
H  -1.8592  -1.6051  -2.1754
H  -0.3850  -2.3646  -1.6373
H  -0.6364  -1.7015  -3.2641

**HOMO level**: -8.88 eV
**Structure (SMILES)**: Cc1c[nH]cn1.CC(N)=O



No. 8
Entry from the OMol25 dataset: 2 unconnected molecules or ions with the total composition C6H11N3O (ωB97M-V/def2-TZVPD).

CARTESIAN COORDINATES (ANGSTROEM)
C  1.9726  1.4524  -0.3361
C  2.2268  0.9614  -1.6051
C  1.3154  0.5634  0.5874
C  1.7334  -0.3086  -1.9611
C  -1.6769  0.2511  -0.0875
C  0.8413  -0.7098  0.0905
N  -1.9580  -0.1929  1.1537
N  -2.2846  1.4420  -0.4605
N  0.3124  -1.5911  0.9076
O  1.1579  -1.1113  -1.0899
H  2.4105  2.3835  -0.0419
H  2.6109  1.5584  -2.4065
H  0.9978  0.9072  1.5088
H  1.9673  -0.8008  -2.8488
H  -1.5236  -1.0951  1.4166
H  -2.3070  0.3707  1.9880
H  -2.4221  1.5339  -1.5457
H  -3.0623  1.8926  0.0094
H  0.5550  -2.5151  0.5340
H  -1.0885  -0.5090  -0.5269
H  0.0562  -1.3790  1.9235

**HOMO level**: -17.56 eV
**Total charge**: +2



Results for maximum force: 5.23; 0.90; 1.53; 9.36; 10.48; 3.34; 4.67; 7.05 (in eV/A, following the order of the records).
Results for ΔE to the lowest compared entry with this formula, charge and spin: 2.459; 0.790; 4.647; 7.619; 5.581; 3.357; 1.625; 1.191 (in eV, following the order of the records).